Formula: C43H22Cl2F5N10O4Ti
Source: OMol25
Level of theory: ωB97M-V/def2-TZVPD

Each line ends with the Löwdin charge.
Atoms and positions in Å:
1 Ti -0.173 0.935 0.514  1.088
2 Cl 0.177 6.162 -4.142  0.666
3 C -0.429 4.874 -3.145  -0.689
4 C 0.397 4.373 -2.149  -0.047
5 C -0.033 3.291 -1.385  -0.225
6 N 0.660 2.662 -0.339  0.002
7 C 1.968 2.955 -0.117  -0.451
8 O 2.732 3.593 -0.827  0.069
9 C 2.435 2.421 1.201  -0.184
10 C 3.661 2.777 1.730  0.019
11 C 3.973 2.339 3.006  -0.032
12 C 3.037 1.595 3.705  -0.022
13 C 1.841 1.270 3.090  -0.089
14 N 1.558 1.649 1.842  0.051
15 C -1.296 2.727 -1.621  -0.200
16 C -2.127 3.262 -2.598  -0.016
17 C -1.682 4.328 -3.365  -0.684
18 Cl -2.707 4.927 -4.625  0.676
19 N -1.514 1.560 -0.886  -0.005
20 C -2.708 0.882 -0.985  -0.425
21 O -3.777 1.319 -1.355  0.100
22 C -2.514 -0.568 -0.673  -0.174
23 C -3.491 -1.512 -0.915  0.037
24 C -3.148 -2.855 -0.834  0.001
25 C -1.831 -3.182 -0.547  -0.007
26 C -0.931 -2.173 -0.253  -0.088
27 N -1.270 -0.882 -0.294  0.040
28 H 1.370 4.806 -1.995  0.101
29 H 4.322 3.388 1.133  0.123
30 H 4.925 2.587 3.457  0.113
31 H 3.224 1.247 4.711  0.115
32 H 1.089 0.688 3.600  0.114
33 H -3.103 2.845 -2.779  0.104
34 H -4.480 -1.175 -1.188  0.127
35 H -3.873 -3.643 -1.001  0.087
36 H -1.508 -4.214 -0.524  0.116
37 H 0.089 -2.402 0.022  0.111
38 F -3.889 3.556 4.763  0.047
39 C -3.068 2.973 3.861  -0.286
40 C -2.452 3.769 2.914  -0.013
41 C -1.614 3.162 1.991  -0.099
42 C -1.369 1.783 2.010  -0.227
43 C -2.017 1.025 2.991  -0.099
44 C -2.876 1.610 3.916  -0.008
45 H -2.639 4.835 2.903  0.116
46 H -1.148 3.787 1.237  0.093
47 H -1.863 -0.046 3.043  0.082
48 H -3.386 1.023 4.668  0.119
49 F 2.092 -5.226 1.905  0.097
50 C 0.760 -5.107 2.048  -0.160
51 C -0.046 -6.112 1.556  -0.156
52 F 0.552 -7.157 0.966  0.099
53 C -1.447 -6.021 1.543  -0.087
54 C -1.952 -4.880 2.183  -0.184
55 C -1.140 -3.883 2.677  -0.178
56 F -1.731 -2.791 3.205  0.090
57 C 0.247 -3.938 2.600  -0.082
58 C 1.065 -2.741 2.886  -0.186
59 C 0.635 -1.581 2.328  -0.179
60 N 0.206 -0.603 1.847  0.059
61 C 2.270 -2.702 3.626  -0.231
62 N 3.259 -2.606 4.216  0.118
63 F -3.279 -4.709 2.295  0.095
64 C -2.310 -6.948 0.848  -0.229
65 C -1.984 -8.309 0.660  -0.268
66 N -1.741 -9.428 0.497  0.099
67 C -3.436 -6.437 0.175  -0.262
68 N -4.344 -5.958 -0.365  0.110
69 O 0.286 2.934 -5.757  -0.041
70 C 1.665 2.673 -5.599  -0.227
71 N 1.832 1.951 -4.363  0.112
72 C 2.623 0.862 -4.229  -0.433
73 O 3.319 0.403 -5.117  0.072
74 C 2.614 0.244 -2.857  -0.081
75 C 3.711 -0.489 -2.422  0.028
76 C 3.721 -0.983 -1.130  -0.012
77 C 2.647 -0.706 -0.298  -0.091
78 N 1.581 -0.022 -0.716  0.013
79 C 1.557 0.407 -1.983  -0.059
80 H 0.165 3.838 -6.062  0.065
81 H 2.231 3.609 -5.570  0.131
82 H 2.050 2.042 -6.400  0.124
83 H 1.403 2.370 -3.550  0.114
84 H 4.535 -0.650 -3.105  0.128
85 H 4.555 -1.558 -0.751  0.116
86 H 2.638 -1.033 0.735  0.112
87 H 0.650 0.914 -2.291  0.117

Its relative energy (zero: lowest compared OMol25 entry of this formula, charge and spin) is 0.035 eV. The value obtained for the max |F| is 0.005 hartree/bohr. For the LUMO energy, the calculation gives 0.0203 hartree. The value obtained for the highest occupied orbital energy is -0.1651 Eh. As for the total charge: -1. The total energy comes out at -4769.7686 a.u.